{"formula": "C30H45F4NO12S5", "method": "ωB97M-V/def2-TZVPD", "elements": ["O", "C", "N", "C", "O", "C", "C", "C", "C", "F", "F", "C", "F", "F", "C", "C", "C", "H", "H", "H", "H", "H", "O", "S", "O", "C", "C", "C", "C", "H", "H", "H", "H", "H", "H", "H", "H", "O", "S", "O", "C", "C", "C", "C", "H", "H", "H", "H", "H", "H", "H", "H", "O", "S", "O", "C", "C", "C", "C", "H", "H", "H", "H", "H", "H", "H", "H", "O", "S", "O", "C", "C", "C", "C", "H", "H", "H", "H", "H", "H", "H", "H", "O", "S", "O", "C", "C", "C", "C", "H", "H", "H", "H", "H", "H", "H", "H"], "xyz": [[-3.769, 0.699, 1.071], [-2.662, 0.316, 0.849], [-2.203, -1.022, 1.085], [-1.061, -1.219, 0.246], [-0.656, -2.283, -0.085], [-0.541, 0.147, -0.094], [0.664, 0.549, -0.655], [0.895, 1.911, -0.825], [2.171, 2.496, -1.388], [2.895, 3.066, -0.372], [1.842, 3.512, -2.232], [3.110, 1.558, -2.144], [3.455, 0.494, -1.397], [2.529, 1.175, -3.300], [-0.098, 2.829, -0.451], [-1.307, 2.423, 0.091], [-1.506, 1.064, 0.264], [-2.000, -1.128, 2.080], [1.388, -0.198, -0.940], [4.023, 2.104, -2.403], [0.106, 3.884, -0.572], [-2.079, 3.115, 0.396], [-1.588, -0.848, 4.909], [-2.908, -1.376, 4.652], [-3.128, -2.304, 3.572], [-3.563, -2.065, 6.167], [-4.274, -0.892, 6.834], [-5.032, -0.169, 5.712], [-4.067, -0.009, 4.531], [-2.750, -2.479, 6.757], [-4.266, -2.851, 5.891], [-4.942, -1.230, 7.624], [-3.539, -0.217, 7.280], [-5.891, -0.770, 5.407], [-5.410, 0.799, 6.039], [-4.572, -0.063, 3.569], [-3.495, 0.914, 4.597], [-4.690, -7.657, -0.563], [-3.332, -7.392, -0.972], [-2.645, -8.276, -1.881], [-3.234, -5.712, -1.576], [-2.922, -4.879, -0.336], [-1.859, -5.669, 0.439], [-2.328, -7.130, 0.494], [-4.173, -5.448, -2.056], [-2.418, -5.669, -2.297], [-2.571, -3.884, -0.600], [-3.821, -4.768, 0.275], [-0.902, -5.608, -0.080], [-1.709, -5.267, 1.440], [-1.497, -7.831, 0.478], [-2.957, -7.322, 1.361], [3.691, 5.968, -3.801], [4.869, 5.328, -3.273], [5.405, 4.133, -3.878], [6.164, 6.555, -3.117], [5.966, 7.131, -1.718], [5.683, 5.928, -0.806], [4.643, 5.051, -1.515], [6.063, 7.289, -3.913], [7.119, 6.038, -3.201], [6.841, 7.691, -1.391], [5.110, 7.810, -1.712], [6.604, 5.362, -0.657], [5.328, 6.238, 0.176], [4.787, 4.000, -1.306], [3.628, 5.345, -1.263], [-2.732, 1.666, -2.297], [-3.027, 2.789, -3.152], [-3.965, 3.808, -2.753], [-1.486, 3.560, -3.641], [-1.074, 2.815, -4.905], [-2.356, 2.657, -5.733], [-3.458, 2.169, -4.784], [-0.766, 3.473, -2.834], [-1.696, 4.609, -3.847], [-0.302, 3.356, -5.451], [-0.675, 1.832, -4.644], [-2.637, 3.623, -6.156], [-2.219, 1.964, -6.561], [-4.438, 2.552, -5.056], [-3.489, 1.082, -4.724], [1.378, -4.384, 0.710], [2.243, -3.256, 0.933], [2.191, -2.075, 0.113], [2.121, -2.785, 2.655], [3.185, -3.628, 3.351], [4.420, -3.579, 2.441], [3.944, -3.837, 1.005], [1.110, -2.973, 3.009], [2.352, -1.722, 2.724], [3.402, -3.250, 4.349], [2.837, -4.659, 3.449], [4.880, -2.591, 2.505], [5.171, -4.309, 2.740], [4.531, -3.294, 0.270], [3.939, -4.899, 0.766]], "lowdin_charge": [0.145, -0.368, 0.167, -0.355, 0.143, -0.049, 0.087, -0.080, -0.411, 0.093, 0.103, -0.307, 0.101, 0.109, -0.013, 0.011, -0.098, 0.111, 0.101, 0.156, 0.126, 0.133, -0.326, 0.654, -0.323, -0.229, -0.219, -0.208, -0.215, 0.108, 0.110, 0.115, 0.119, 0.119, 0.115, 0.096, 0.109, -0.330, 0.660, -0.334, -0.230, -0.214, -0.211, -0.221, 0.105, 0.108, 0.095, 0.121, 0.105, 0.114, 0.100, 0.101, -0.315, 0.660, -0.327, -0.230, -0.219, -0.204, -0.234, 0.108, 0.108, 0.114, 0.119, 0.118, 0.115, 0.081, 0.100, -0.302, 0.675, -0.319, -0.218, -0.212, -0.212, -0.216, 0.071, 0.113, 0.119, 0.121, 0.116, 0.114, 0.102, 0.104, -0.310, 0.668, -0.322, -0.224, -0.219, -0.214, -0.214, 0.108, 0.110, 0.115, 0.119, 0.116, 0.112, 0.101, 0.104], "lumo_energy_ev": -0.2, "homo_lumo_gap_ev": 9.52, "smiles": "O=C1NC(=O)c2cc(C(F)(F)C(F)F)ccc21.O=S1(=O)CCCC1.O=S1(=O)CCCC1.O=S1(=O)CCCC1.O=S1(=O)CCCC1.O=S1(=O)CCCC1", "e_homo_ev": -9.68}

{"formula": "C30H45F5P2Y", "method": "ωB97M-V/def2-TZVPD", "elements": ["Y", "C", "C", "C", "C", "C", "C", "H", "H", "H", "C", "H", "H", "H", "C", "H", "H", "H", "C", "H", "H", "H", "C", "H", "H", "H", "C", "C", "C", "C", "C", "C", "C", "C", "H", "H", "H", "H", "H", "H", "H", "H", "H", "H", "H", "H", "P", "C", "H", "H", "H", "C", "H", "H", "H", "C", "H", "H", "H", "P", "C", "H", "H", "H", "C", "H", "H", "H", "C", "H", "H", "H", "F", "C", "C", "C", "F", "C", "F", "C", "F", "C", "F"], "xyz": [[-0.997, 0.206, -2.440], [-2.133, 1.436, 0.062], [-2.966, 0.785, -0.892], [-2.259, -0.790, 0.642], [-1.786, 0.480, 1.073], [-2.959, -0.624, -0.577], [-1.786, 2.875, 0.061], [-1.614, 3.257, -0.957], [-0.862, 3.050, 0.627], [-2.587, 3.486, 0.512], [-1.178, 0.786, 2.359], [-0.503, 1.649, 2.311], [-0.449, -0.173, 2.962], [-1.944, 0.999, 3.122], [-2.104, -2.073, 1.367], [-3.066, -2.437, 1.765], [-1.428, -1.961, 2.221], [-1.705, -2.858, 0.707], [-3.606, -1.689, -1.389], [-4.634, -1.390, -1.651], [-3.658, -2.625, -0.817], [-3.077, -1.925, -2.336], [-3.551, 1.422, -2.117], [-4.445, 2.013, -1.854], [-3.874, 0.681, -2.866], [-2.855, 2.139, -2.611], [1.081, 0.884, -2.987], [0.132, 1.811, -3.463], [-0.324, 1.868, -4.928], [-1.268, 0.743, -5.442], [-1.564, -0.393, -4.467], [-0.577, -1.289, -4.035], [0.864, -1.243, -4.533], [1.774, -0.134, -3.880], [0.543, 1.929, -5.610], [-0.855, 0.333, -6.385], [-0.843, 2.836, -5.058], [2.394, 0.366, -4.650], [1.584, 1.107, -2.029], [-0.007, 2.757, -2.913], [2.522, -0.654, -3.255], [1.323, -2.227, -4.322], [-0.871, -2.190, -3.457], [0.915, -1.153, -5.632], [-2.240, 1.191, -5.715], [-2.625, -0.659, -4.339], [2.211, 2.647, 0.526], [2.155, 3.577, 2.094], [3.151, 4.009, 2.250], [1.909, 2.877, 2.906], [1.385, 4.358, 2.030], [3.849, 1.851, 0.651], [4.410, 2.345, 1.455], [4.376, 1.942, -0.308], [3.706, 0.789, 0.893], [2.615, 3.987, -0.663], [2.951, 3.546, -1.612], [3.408, 4.613, -0.234], [1.717, 4.592, -0.850], [1.776, -3.284, -0.171], [0.833, -4.864, -0.282], [1.530, -5.704, -0.380], [0.174, -4.816, -1.162], [0.232, -4.981, 0.629], [3.331, -3.808, -0.993], [3.221, -3.659, -2.077], [3.510, -4.866, -0.775], [4.158, -3.195, -0.614], [2.317, -3.391, 1.578], [3.142, -4.106, 1.667], [1.482, -3.730, 2.200], [2.643, -2.408, 1.937], [-1.652, -1.984, 4.612], [-0.351, -1.588, 4.743], [0.212, -0.727, 3.823], [1.545, -0.424, 3.996], [2.197, 0.355, 3.068], [2.296, -0.879, 5.089], [3.583, -0.505, 5.241], [1.697, -1.724, 6.026], [2.387, -2.151, 7.103], [0.361, -2.081, 5.845], [-0.241, -2.890, 6.737]], "lowdin_charge": [1.480, -0.262, -0.346, -0.205, -0.196, -0.305, -0.050, 0.065, 0.045, 0.100, 0.017, 0.075, 0.031, 0.122, -0.025, 0.104, 0.051, 0.074, -0.046, 0.096, 0.088, 0.055, -0.070, 0.112, 0.075, 0.075, -0.262, -0.279, -0.157, -0.152, -0.262, -0.222, -0.138, -0.152, 0.127, 0.131, 0.121, 0.132, 0.084, 0.117, 0.111, 0.118, 0.129, 0.127, 0.122, 0.121, 0.745, -0.308, 0.042, 0.024, 0.043, -0.307, 0.043, 0.038, 0.017, -0.319, 0.028, 0.045, 0.031, 0.748, -0.317, 0.037, 0.022, 0.033, -0.328, 0.021, 0.038, 0.040, -0.311, 0.048, 0.034, 0.020, 0.075, -0.174, 0.049, -0.174, 0.041, -0.125, 0.112, -0.111, 0.125, -0.122, 0.118], "lumo_energy_ev": [-4.6, -5.3], "total_charge": 1, "homo_lumo_gap_ev": [5.12, 4.75], "e_homo_ev": [-9.73, -10.07]}